This record from OMol25 describes a cluster of 2 separate species, C3H5NO2 in total at a distorted geometry. The level of theory is ωB97M-V/def2-TZVPD.

Output
Gap between HOMO and LUMO (spin up / spin down)   7.4 / 11.0 eV
HOMO level (spin up / spin down)   -6.99 / -12.17 eV
Relative energy (zero: lowest compared OMol25 entry of this formula, charge and spin)   0.311 eV
Spin multiplicity   3
Energy   -8772.1945 eV

```
11
Properties=species:S:1:pos:R:3:forces:R:3:mulliken_charge:R:1
C -1.5183 -0.5370 0.1084 0.6529 1.0599 -0.0605 0.2924
C 1.3881 -0.9399 -0.0808 1.6946 -1.1747 0.1978 -1.0180
C -0.5979 0.5116 -0.0249 -2.3036 1.5373 -0.5400 0.2816
N -2.2596 -1.4126 0.2099 -0.4335 -0.7677 0.1699 -0.3861
O -0.3541 1.4110 0.9690 0.3552 -0.3673 -0.1929 -0.5073
O -0.4428 1.0030 -1.2906 0.4092 -0.5504 0.6117 -0.4185
H 2.1239 -0.1709 -0.1875 0.1619 0.3920 -0.1713 0.3471
H 1.1454 -1.5648 -0.9132 -0.2123 -0.0244 -0.4194 0.3649
H 1.2985 -1.3820 0.8931 -0.2604 0.0359 0.3064 0.3426
H -1.0743 1.4485 1.6081 -0.0344 -0.1522 0.0404 0.3310
H 0.2911 1.6332 -1.2916 -0.0296 0.0115 0.0578 0.3701
```
Forces are in eV/Å.